1.
A cluster of 2 separate species, C5H8NO in total at a distorted geometry. Source: the OMol25 dataset; level of theory: the ωB97M-V functional and the def2-TZVPD basis.

Geometry (Å):
C 0.872 -1.813 0.339
C 0.652 1.192 2.178
C 0.347 -0.867 -0.269
C -1.635 0.353 -0.868
C -0.205 0.025 -1.215
N 1.264 1.368 1.187
O 1.822 1.355 0.130
H 1.276 -2.128 1.271
H 0.774 -2.661 -0.302
H 0.192 1.565 3.059
H -1.486 0.794 0.229
H -2.233 -0.554 -0.799
H -1.978 1.010 -1.626
H 0.404 0.894 -1.187
H -0.068 -0.535 -2.129

Values from the calculation:
Total charge   +1
Largest force on an atom   3.00 eV Å⁻¹
Energy above the lowest of the compared OMol25 structures with the same formula, charge and spin   143.0 kcal per mole
Total energy   -8838.55843 eV
Frontier orbital gap   0.303 Eh
Multiplicity   1

***

2.
A cluster of 3 separate species, C4H12NO2S in total at a distorted geometry. Source: the OMol25 dataset; level of theory: the ωB97M-V functional and the def2-TZVPD basis.

Geometry (Å):
C 1.078 -0.986 0.095
C -0.357 -0.846 -0.565
C -1.466 -1.525 0.322
S -1.149 -3.055 1.374
N -0.764 0.508 -0.853
C -0.606 1.544 0.299
O 0.561 1.730 1.025
H 0.980 -1.875 0.706
H 1.524 -0.177 0.660
H 1.845 -1.060 -0.724
H -0.280 -1.455 -1.486
H -2.372 -1.730 -0.314
H -1.784 -0.825 1.119
H 0.041 -1.360 2.026
H -0.092 0.912 -1.504
H -1.511 1.405 0.933
H -0.813 2.473 -0.235
H 1.684 2.225 -1.786
H 1.373 2.026 -0.151
O 2.107 2.070 -0.942

Values from the calculation:
Total charge   -1
Largest force on an atom   4.21 eV Å⁻¹
Energy above the lowest of the compared OMol25 structures with the same formula, charge and spin   113.7 kcal per mole
Total energy   -20759.13242 eV
Frontier orbital gap   0.209 Eh
Multiplicity   1

***

3.
An isolated molecule of C4H10N2 at a distorted geometry. Source: the OMol25 dataset; level of theory: the ωB97M-V functional and the def2-TZVPD basis.

Geometry (Å):
C 0.204 0.710 1.585
C 0.973 0.364 0.292
C 0.081 0.432 -1.002
C -0.793 -0.786 -1.039
N 0.167 -1.853 -1.535
N -1.223 0.754 1.165
H 0.702 1.745 1.741
H 0.401 -0.169 2.196
H 1.951 0.991 0.116
H 1.509 -0.695 0.351
H 0.752 0.387 -1.837
H -0.377 1.386 -1.096
H -1.594 -0.640 -1.665
H -0.977 -1.126 -0.043
H -1.635 1.313 1.951
H -0.140 -2.814 -1.179

Values from the calculation:
Total charge   0
Largest force on an atom   5.73 eV Å⁻¹
Energy above the lowest of the compared OMol25 structures with the same formula, charge and spin   199.5 kcal per mole
Total energy   -7281.96957 eV
Frontier orbital gap   0.147 Eh
Multiplicity   1

***

4.
An isolated molecule of C2HClF2OS at a distorted geometry. Source: the OMol25 dataset; level of theory: the ωB97M-V functional and the def2-TZVPD basis.

Geometry (Å):
C 0.673 0.639 0.023
C -0.515 -0.360 0.068
H 1.901 -1.315 0.092
O 0.535 1.798 0.206
F -0.550 -0.739 1.396
F -0.285 -1.415 -0.647
S 2.265 -0.091 -0.210
Cl -2.109 0.359 -0.333

Values from the calculation:
Total charge   0
Largest force on an atom   2.44 eV Å⁻¹
SMILES   O=C(S)C(F)(F)Cl
Energy above the lowest of the compared OMol25 structures with the same formula, charge and spin   0.0 kcal per mole
Total energy   -32929.93269 eV
Frontier orbital gap   0.403 Eh
Multiplicity   1

***

5.
An isolated molecule of C8H7ClN2O2 at a distorted geometry. Source: the OMol25 dataset; level of theory: the ωB97M-V functional and the def2-TZVPD basis.

Geometry (Å):
C 1.578 2.125 0.447
C 2.031 0.843 0.240
C 0.276 2.530 0.254
C -0.315 0.318 -0.167
C 1.002 -0.109 -0.026
C -0.706 1.671 -0.119
C -0.040 -2.108 -0.773
C -1.186 -1.160 -0.540
N 1.117 -1.530 -0.139
N -1.971 -1.234 0.686
O -3.084 -0.739 0.568
O -1.593 -1.666 1.749
Cl -2.363 2.219 -0.165
H 2.253 2.890 0.723
H 3.033 0.646 0.364
H 0.048 3.558 0.707
H -0.108 -3.069 -0.313
H 0.094 -2.165 -1.850
H -2.006 -1.054 -1.313
H 1.942 -1.966 -0.336

Values from the calculation:
Total charge   0
Largest force on an atom   3.94 eV Å⁻¹
SMILES   O=[N+]([O-])[C@@H]1CNc2cccc(Cl)c21
Energy above the lowest of the compared OMol25 structures with the same formula, charge and spin   51.0 kcal per mole
Total energy   -28003.14102 eV
Frontier orbital gap   0.330 Eh
Multiplicity   1

***

6.
A cluster of 2 separate species, C10H10Cl2OSi in total at a distorted geometry. Source: the OMol25 dataset; level of theory: the ωB97M-V functional and the def2-TZVPD basis.

Geometry (Å):
C 3.101 -0.595 -0.611
C 2.099 -1.566 -0.712
C 2.977 0.452 0.310
C 0.981 -1.358 0.026
C 1.980 0.334 1.317
C 0.927 -0.575 1.163
C -1.146 1.512 -1.687
C -1.970 1.098 -0.749
C -2.403 1.628 0.510
C -2.696 -0.233 -0.979
O -3.174 2.433 0.849
Si -0.669 -0.255 2.104
Cl -0.131 0.242 4.043
Cl -1.688 -2.039 2.241
H 3.877 -0.546 -1.303
H 2.167 -2.261 -1.527
H 3.898 1.106 0.454
H 0.199 -2.115 -0.033
H 1.883 1.139 2.080
H -1.163 0.849 -2.593
H -0.391 2.319 -1.703
H -1.941 -1.083 -0.872
H -3.641 -0.122 -0.352
H -3.078 -0.365 -1.975

Values from the calculation:
Total charge   0
Largest force on an atom   3.51 eV Å⁻¹
Energy above the lowest of the compared OMol25 structures with the same formula, charge and spin   5.2 kcal per mole
Total energy   -45500.87144 eV
Frontier orbital gap (alpha / beta)   0.263 / 0.255 Eh
Multiplicity   1

***

7.
A structure of composition C18H21Cl3N2O8S6Sc at a distorted geometry. Source: the OMol25 dataset; level of theory: the ωB97M-V functional and the def2-TZVPD basis.

Geometry (Å):
Sc -0.101 -0.260 -0.246
C -2.857 0.574 1.862
O -1.485 0.903 1.746
C -0.869 0.949 3.029
C 0.518 1.515 2.844
O 1.288 0.702 1.977
C 2.196 -0.128 2.700
H -3.352 1.289 2.528
H -2.982 -0.440 2.255
H -3.292 0.647 0.870
H -0.835 -0.052 3.472
H -1.452 1.611 3.682
H 1.010 1.617 3.815
H 0.436 2.497 2.381
H 2.957 0.493 3.183
H 2.683 -0.787 1.992
H 1.670 -0.715 3.458
O -0.783 -2.456 -3.460
S 0.104 -1.890 -2.479
O -0.013 -2.453 -1.134
O -0.053 -0.419 -2.340
C 1.758 -2.283 -3.028
C 1.914 -2.721 -4.335
C 3.151 -3.168 -4.770
C 4.229 -3.183 -3.895
C 4.076 -2.739 -2.592
C 2.838 -2.293 -2.153
S 2.745 -1.733 -0.451
O 4.082 -1.312 -0.111
O 2.257 -2.824 0.347
O 1.801 -0.574 -0.491
H 1.050 -2.722 -4.984
H 3.273 -3.515 -5.787
H 5.193 -3.550 -4.225
H 4.898 -2.720 -1.891
S 1.296 2.231 -0.816
S 0.509 3.752 0.126
S -1.638 3.475 -0.064
S -1.789 1.841 -1.163
C -5.510 -4.052 -2.222
C -4.468 -3.132 -1.654
C -4.367 -1.804 -2.040
C -3.388 -0.999 -1.483
N -2.518 -1.417 -0.562
C -2.623 -2.697 -0.185
C -3.563 -3.571 -0.695
H -6.296 -3.492 -2.727
H -5.956 -4.660 -1.435
H -5.053 -4.728 -2.947
H -5.046 -1.391 -2.775
H -3.326 0.041 -1.772
H -1.931 -3.039 0.568
H -3.584 -4.596 -0.347
Cl 1.879 -3.742 3.595
C 0.309 -3.457 2.979
Cl -0.689 -4.853 2.801
Cl -0.809 -2.166 4.817
C 0.087 -2.459 2.036
N -0.341 -1.531 1.477

Values from the calculation:
Total charge   -1
Largest force on an atom   2.55 eV Å⁻¹
Energy above the lowest of the compared OMol25 structures with the same formula, charge and spin   27.0 kcal per mole
Total energy   -161651.73285 eV
Frontier orbital gap (alpha / beta)   0.214 / 0.235 Eh
Multiplicity   1